CAgMgO3 as an isolated structure. Source: the Open Molecules 2025 dataset; level of theory: ωB97M-V/def2-TZVPD.

Values from the calculation:
max |F|	3.29	eV/Å
multiplicity	2
net charge	+2
HOMO-LUMO gap (alpha / beta)	9.78 / 9.10	eV
HOMO (alpha / beta)	-20.285 / -19.608	eV

Geometry as XYZ:
```
6
Properties=species:S:1:pos:R:3:forces:R:3
Ag 2.378 -1.162 -3.144 -0.0245 0.4133 0.2636
O 1.653 0.514 -1.415 -0.2668 -0.3642 0.0942
O -1.329 -0.386 1.682 -0.3631 -1.4621 0.2196
O -0.992 0.892 1.357 1.7530 2.6148 -0.9570
C -2.302 -0.974 1.452 -0.9762 -1.1714 0.3005
Mg 0.591 1.116 0.068 -0.1224 -0.0304 0.0791
```
Positions in Å, forces in eV/Å.

These are the Löwdin partial charges, in e, on atoms 1 to 2: Ag 0.91; O -0.43